{
  "formula": "C26H35N7O5PPd",
  "method": "ωB97M-V/def2-TZVPD",
  "species": ["Pd", "C", "C", "C", "C", "N", "C", "C", "C", "C", "C", "C", "C", "H", "H", "H", "H", "H", "H", "H", "H", "C", "C", "O", "P", "O", "C", "C", "O", "C", "C", "H", "H", "H", "H", "H", "H", "H", "H", "H", "H", "H", "H", "H", "H", "H", "N", "C", "N", "N", "C", "N", "H", "H", "H", "H", "O", "C", "N", "C", "O", "C", "C", "C", "C", "N", "C", "H", "H", "H", "H", "H", "H", "H", "H"],
  "coordinates": [[0.0744, 0.7974, 0.2948], [-0.6908, 0.7895, 4.4626], [0.5780, 0.6540, 5.0092], [1.6838, 0.6433, 4.1796], [1.5076, 0.7654, 2.8070], [0.2644, 0.8715, 2.2913], [-0.8062, 0.8878, 3.0909], [2.5493, 0.8422, 1.7787], [3.9138, 0.8583, 2.0554], [4.8254, 1.0460, 1.0312], [4.3643, 1.2479, -0.2632], [3.0022, 1.2141, -0.5482], [2.0699, 0.9800, 0.4600], [-1.5784, 0.8076, 5.0773], [0.7034, 0.5623, 6.0797], [2.6778, 0.5462, 4.5901], [-1.7640, 0.9697, 2.5920], [4.2734, 0.7402, 3.0698], [5.8853, 1.0678, 1.2440], [5.0747, 1.4483, -1.0576], [2.6789, 1.3960, -1.5655], [-1.9068, -4.1577, -2.1716], [-1.2336, -2.9311, -1.6077], [-1.5243, -2.8617, -0.1938], [-1.2821, -1.4497, 0.5707], [-2.7095, -0.7029, 0.4398], [-3.9663, -1.3627, 0.7287], [-4.7826, -1.4540, -0.5378], [-1.3886, -1.9718, 2.0947], [-0.2601, -2.7117, 2.6119], [-0.6366, -4.1594, 2.8165], [-1.6036, -4.3074, -3.2076], [-2.9916, -4.0647, -2.1421], [-1.6219, -5.0396, -1.5992], [-1.5936, -2.0206, -2.0969], [-0.1498, -2.9864, -1.7385], [-4.4638, -0.7519, 1.4833], [-3.7702, -2.3439, 1.1610], [-4.9239, -0.4665, -0.9763], [-5.7656, -1.8765, -0.3270], [-4.2911, -2.0926, -1.2718], [0.0180, -2.2246, 3.5489], [0.5899, -2.6185, 1.9259], [-1.4510, -4.2478, 3.5347], [0.2172, -4.7197, 3.1987], [-0.9530, -4.6081, 1.8761], [-1.1421, 6.2278, 0.0526], [-2.2300, 5.9663, 0.8030], [-2.9844, 7.0017, 1.1999], [-2.6138, 4.7586, 1.1777], [-1.8694, 3.7640, 0.7405], [-1.2288, 2.8768, 0.3567], [-0.8441, 7.1685, -0.1308], [-0.5091, 5.4768, -0.1668], [-2.7854, 7.9487, 0.9375], [-3.8168, 6.7997, 1.7244], [3.3996, -1.9771, -1.6103], [3.7462, -1.4721, -2.8896], [2.9535, -2.1088, -3.8937], [1.6809, -1.7703, -4.2369], [1.0221, -2.4128, -5.0270], [1.0899, -0.5148, -3.6514], [0.5984, 0.4733, -4.4969], [-0.0944, 1.5412, -3.9538], [-0.3027, 1.5781, -2.5852], [0.1665, 0.6251, -1.7736], [0.8615, -0.3928, -2.2945], [3.8416, -1.4343, -0.9424], [4.7979, -1.6725, -3.1083], [3.5799, -0.3901, -2.9384], [3.2408, -3.0113, -4.2435], [0.7459, 0.3896, -5.5658], [-0.4930, 2.3290, -4.5765], [-0.8740, 2.3643, -2.1097], [1.2206, -1.1364, -1.5974]],
  "forces_ev_per_a": [[0.7, -0.3, -0.2], [0.0, 0.0, -0.1], [0.0, 0.0, 0.0], [0.0, 0.0, 0.0], [0.0, 0.0, -0.1], [-0.2, -0.1, 0.4], [0.1, 0.0, 0.0], [0.0, 0.0, -0.1], [0.0, 0.0, 0.0], [0.0, 0.0, 0.0], [0.0, 0.0, -0.1], [-0.1, -0.1, 0.1], [0.2, 0.2, 0.0], [0.0, 0.0, 0.0], [0.0, 0.0, 0.0], [0.0, 0.0, 0.0], [0.0, 0.0, 0.0], [0.0, 0.0, 0.0], [0.0, 0.0, 0.0], [0.0, 0.0, 0.0], [0.0, 0.0, 0.0], [0.0, 0.0, 0.0], [0.0, 0.0, 0.0], [0.2, 0.0, 0.1], [-1.0, 0.3, -0.1], [0.2, -0.2, 0.1], [0.0, 0.0, 0.1], [-0.1, 0.0, 0.0], [0.1, 0.0, -0.1], [0.0, 0.1, 0.0], [0.0, 0.0, 0.0], [0.0, 0.0, 0.0], [0.0, 0.0, 0.0], [0.0, 0.0, 0.0], [0.0, 0.0, 0.0], [0.0, 0.0, 0.0], [0.0, 0.0, 0.0], [0.0, 0.0, 0.0], [0.0, 0.0, 0.0], [0.0, 0.0, 0.0], [0.0, 0.0, 0.0], [0.0, 0.0, 0.0], [0.0, 0.0, 0.0], [0.0, 0.0, 0.0], [0.0, 0.0, 0.0], [0.0, 0.0, 0.0], [-0.1, -0.1, 0.0], [-0.1, 0.1, 0.2], [0.0, 0.0, 0.0], [0.3, 0.0, -0.3], [-0.1, 0.1, 0.0], [-0.3, -0.1, 0.0], [0.0, 0.0, 0.0], [0.0, 0.0, 0.0], [0.0, 0.0, 0.0], [0.0, 0.0, 0.0], [0.1, 0.0, 0.0], [0.1, 0.1, 0.0], [-0.1, -0.1, 0.2], [0.0, 0.1, -0.2], [0.0, 0.0, 0.0], [-0.1, 0.0, 0.0], [0.0, 0.0, 0.0], [0.0, -0.1, 0.0], [-0.1, -0.1, 0.0], [0.3, 0.3, 0.1], [-0.1, 0.0, 0.0], [-0.1, 0.0, 0.0], [0.0, 0.0, 0.0], [0.0, -0.1, 0.0], [0.1, 0.0, 0.0], [0.0, 0.0, 0.0], [0.0, 0.0, 0.0], [0.1, 0.0, 0.0], [0.1, 0.1, 0.0]],
  "mulliken_charge": [-0.165, -1.016, -0.621, -0.654, 0.799, 0.376, -0.145, 0.936, -0.631, -0.897, -0.701, -0.515, 0.045, 0.440, 0.438, 0.439, 0.507, 0.394, 0.402, 0.485, 0.585, -1.484, 0.458, -0.345, 0.824, -0.323, -0.255, -1.101, -0.377, -0.093, -1.397, 0.424, 0.284, 0.328, 0.277, 0.086, 0.358, 0.243, 0.291, 0.397, 0.150, 0.284, 0.257, 0.326, 0.409, 0.265, -0.346, 0.588, -0.375, -0.732, 0.749, -0.683, 0.204, 0.151, 0.190, 0.235, -0.503, -0.403, -0.126, -0.044, -0.624, -0.234, -0.258, -0.905, -0.719, 0.523, -0.130, 0.270, 0.386, 0.301, 0.273, 0.540, 0.466, 0.464, 0.954],
  "homo_lumo_gap_ev": 7.85,
  "charge": 1,
  "e_above_lowest_kcal_mol": 28.6,
  "max_force_ha_per_bohr": 0.02138,
  "lumo_energy_ha": -0.0850,
  "total_energy_ev": -60964.5178
}

{
  "formula": "C6H12O",
  "method": "ωB97M-V/def2-TZVPD",
  "species": ["C", "C", "O", "C", "C", "C", "C", "H", "H", "H", "H", "H", "H", "H", "H", "H", "H", "H", "H"],
  "coordinates": [[1.9156, -0.8331, -0.5613], [0.6586, -0.2882, 0.0982], [0.8334, -0.3252, 1.5208], [0.2462, 1.1208, -0.3425], [-1.2132, 1.2654, 0.1454], [-1.7299, -0.1870, 0.3383], [-0.6127, -1.0840, -0.2110], [2.7811, -0.2028, -0.3286], [1.8018, -0.8886, -1.6501], [2.1199, -1.8386, -0.1792], [0.9003, 0.5799, 1.8416], [0.9234, 1.8899, 0.0516], [0.3012, 1.1878, -1.4362], [-1.2611, 1.8187, 1.0900], [-1.8175, 1.8284, -0.5725], [-2.6919, -0.3593, -0.1532], [-1.8626, -0.3984, 1.4032], [-0.7047, -1.2068, -1.2984], [-0.5877, -2.0790, 0.2437]],
  "forces_ev_per_a": [[0.0, 0.0, 0.0], [-0.1, 0.0, -0.3], [0.0, 0.1, 0.1], [0.0, 0.0, 0.0], [0.0, 0.1, 0.0], [-0.1, 0.0, 0.0], [0.0, -0.1, 0.0], [-0.1, -0.1, 0.0], [0.0, 0.0, 0.2], [0.0, 0.1, -0.1], [0.1, -0.1, 0.0], [-0.1, -0.1, 0.0], [0.0, -0.1, 0.2], [0.0, -0.1, -0.1], [0.1, -0.1, 0.1], [0.1, 0.0, 0.0], [0.0, 0.0, -0.2], [0.0, 0.0, 0.1], [0.0, 0.1, 0.0]],
  "mulliken_charge": [-1.748, 1.178, -0.586, -1.062, -0.459, -0.603, -0.881, 0.353, 0.349, 0.394, 0.397, 0.387, 0.353, 0.262, 0.339, 0.378, 0.228, 0.313, 0.409],
  "homo_lumo_gap_ev": 11.14,
  "charge": 0,
  "e_above_lowest_kcal_mol": 1.3,
  "max_force_ha_per_bohr": 0.00624,
  "lumo_energy_ha": 0.0354,
  "total_energy_ev": -8464.2956
}

{
  "formula": "C22H36F6O14Pb",
  "method": "ωB97M-V/def2-TZVPD",
  "species": ["Pb", "C", "O", "O", "C", "F", "F", "F", "C", "C", "H", "H", "H", "H", "H", "H", "C", "O", "O", "C", "F", "F", "F", "C", "C", "H", "H", "H", "H", "H", "H", "C", "O", "C", "O", "O", "C", "H", "H", "H", "H", "H", "H", "C", "O", "C", "O", "O", "C", "H", "H", "H", "H", "H", "H", "O", "C", "O", "C", "C", "C", "H", "H", "H", "H", "H", "H", "O", "C", "O", "C", "C", "C", "H", "H", "H", "H", "H", "H"],
  "coordinates": [[0.2112, 0.4025, 0.1183], [1.5842, -1.6774, 2.1131], [2.1447, -1.2648, 0.8278], [0.6073, -0.8371, 2.4509], [1.1192, -3.1707, 2.0940], [0.2033, -3.4726, 3.0041], [0.5415, -3.4645, 0.9053], [2.1467, -3.9920, 2.3586], [3.3993, -1.8859, 0.4740], [3.6660, -1.4650, -0.9388], [2.8181, -1.7411, -1.5723], [3.8663, -0.4207, -1.1713], [4.4252, -2.0780, -1.4402], [3.2281, -2.9646, 0.4945], [4.1863, -1.6390, 1.1891], [2.4335, -1.6489, 2.8150], [0.2662, 1.7073, -2.8144], [-0.9078, 1.3601, -2.0658], [1.2570, 1.5500, -1.9063], [0.3090, 0.9378, -4.1754], [-0.5669, 1.3849, -5.0824], [1.5493, 1.0421, -4.6772], [0.0501, -0.3889, -4.0162], [-2.1203, 1.9079, -2.5531], [-3.3608, 1.3674, -1.8133], [-4.3085, 1.6252, -2.2785], [-3.2641, 0.2892, -1.6777], [-3.3672, 1.7413, -0.7850], [-2.3658, 1.5861, -3.5698], [-2.1281, 2.9987, -2.5772], [0.2985, 2.7654, -3.1272], [4.9438, 1.3075, 1.1714], [4.2542, 2.5128, 0.9077], [2.9201, 2.5362, 0.8531], [2.2320, 1.5833, 1.0491], [2.4962, 3.8006, 1.0414], [3.2755, 4.8727, 0.5159], [5.9888, 1.5916, 1.2335], [4.7904, 0.5926, 0.3594], [4.5521, 0.7970, 2.0544], [4.3103, 4.8443, 0.8435], [2.7991, 5.7710, 0.9082], [3.1739, 4.9462, -0.5668], [-0.4091, 5.1338, 0.0718], [-0.4020, 4.7045, 1.4080], [-0.6803, 3.4373, 1.6520], [-0.7860, 2.5855, 0.7975], [-0.9704, 3.2711, 2.9063], [-1.2426, 1.9526, 3.3755], [-0.6443, 4.3372, -0.6386], [0.6163, 5.3891, -0.2197], [-1.0615, 5.9871, -0.1018], [-1.6378, 1.9153, 4.3851], [-0.3023, 1.4000, 3.3043], [-1.9713, 1.4578, 2.7321], [-0.7047, -1.3231, -1.4061], [-0.8008, -2.4555, -1.8102], [-1.9684, -3.0993, -1.9023], [-1.7696, -4.4864, -2.1485], [-0.2377, -4.7122, -2.1371], [0.3469, -3.2841, -2.2494], [-2.0471, -4.7350, -3.1747], [-2.2818, -5.0888, -1.4038], [-0.0006, -5.3567, -2.9808], [0.0789, -5.1833, -1.2073], [0.6896, -3.1060, -3.2682], [1.2156, -3.1986, -1.6050], [-2.2493, -0.0712, 0.8916], [-3.0820, -0.7638, 1.4071], [-4.3954, -0.5170, 1.4068], [-5.1160, -1.4802, 2.1919], [-4.2102, -2.7115, 2.1569], [-2.8459, -2.0210, 2.2057], [-6.1252, -1.6131, 1.8078], [-5.2725, -1.1352, 3.2169], [-4.2591, -3.3659, 1.2856], [-4.4038, -3.3161, 3.0436], [-1.9570, -2.4649, 1.7617], [-2.7707, -1.7930, 3.2720]],
  "forces_ev_per_a": [[0.6, 0.1, -0.2], [-0.6, 1.5, 1.1], [0.5, -1.1, 0.3], [0.2, -0.7, -0.7], [-0.1, 1.1, -0.1], [-0.4, 0.2, 0.5], [0.3, -0.6, -0.4], [0.3, -0.6, -0.6], [-1.3, 0.2, -0.2], [0.2, -0.8, -1.6], [-0.4, 0.3, 0.3], [0.0, 0.1, 0.4], [0.5, 0.2, 0.5], [0.4, -0.1, 0.0], [0.0, 0.1, 0.1], [0.3, -0.2, 0.2], [1.1, 0.7, 1.9], [-1.5, 0.7, -1.2], [0.2, -1.0, -0.9], [0.6, -0.9, 1.5], [0.1, 0.2, -0.2], [-0.2, 0.0, -0.4], [0.1, 0.2, -0.2], [-1.9, -0.8, -0.7], [1.2, 0.2, 1.4], [0.1, 0.1, -0.3], [-0.1, -0.1, -0.4], [-0.2, 0.1, 0.0], [0.8, 0.1, -0.3], [0.3, 0.2, 0.3], [-0.8, 0.2, -0.2], [-0.5, -1.0, -0.5], [0.1, 0.6, -0.8], [1.3, 1.0, 2.7], [-0.4, -0.3, -0.5], [-0.5, -0.6, -1.2], [-0.4, 0.8, 0.1], [0.0, -0.1, 0.2], [0.2, 0.2, -0.1], [0.2, 0.4, 0.2], [0.0, -0.1, -0.1], [0.1, 0.0, 0.2], [0.2, -0.4, -0.1], [1.1, -0.3, -1.7], [-0.2, 0.4, 0.8], [-0.9, -0.1, -0.8], [0.1, 0.0, -0.1], [-0.1, 0.9, 1.5], [0.4, -1.3, -0.9], [-0.4, -0.1, 0.4], [-0.2, 0.3, 0.3], [-0.1, 0.0, 0.5], [0.2, 0.8, 0.1], [-0.2, -0.3, 0.2], [0.1, 0.2, -0.1], [-0.9, -0.8, -0.3], [0.7, 1.2, 0.1], [-0.3, 0.2, 0.4], [1.3, -0.5, -0.8], [-0.2, 0.0, 0.2], [0.3, -2.1, -0.1], [-0.8, 0.2, 0.3], [-0.2, 0.2, -0.1], [0.3, 0.0, 0.1], [0.1, 0.0, -0.1], [-0.3, 0.5, 0.0], [-0.1, 0.4, 0.2], [-0.9, 0.2, -0.2], [0.2, -0.7, 1.2], [-0.8, 1.1, -0.4], [0.0, -0.7, -0.4], [0.3, -0.4, 0.2], [-0.3, 0.0, -0.1], [0.2, 0.0, -0.5], [0.5, 0.2, 0.0], [-0.6, 0.3, -0.2], [0.2, -0.1, -0.1], [-0.1, -0.5, 0.6], [1.0, 0.4, -0.2]],
  "mulliken_charge": [2.822, -0.129, 0.180, -0.711, 0.444, -0.322, -0.135, -0.321, -0.401, -1.104, 0.068, 0.167, 0.446, 0.372, 0.317, 0.232, 0.031, 0.148, -0.991, 0.410, -0.292, -0.284, -0.170, -0.487, -1.035, 0.507, 0.087, 0.119, 0.268, 0.315, 0.226, -0.486, -0.443, 0.362, -0.420, -0.088, -0.946, 0.340, 0.020, 0.264, 0.323, 0.298, 0.350, -0.410, -0.379, 0.522, -0.045, -0.424, -0.239, -0.039, 0.148, 0.352, 0.332, 0.204, -0.074, -0.148, -0.016, -0.501, -0.500, -0.743, 0.222, 0.333, 0.311, 0.366, 0.179, 0.566, -0.419, 0.127, -0.005, -0.466, -0.562, -0.566, 0.305, 0.362, 0.288, 0.273, 0.342, -0.282, 0.231],
  "homo_lumo_gap_ev": 8.03,
  "charge": 0,
  "e_above_lowest_kcal_mol": 0.0,
  "max_force_ha_per_bohr": 0.06179,
  "lumo_energy_ha": 0.0228,
  "total_energy_ev": -73615.1401
}